Entry from the Open Molecules 2025 dataset: the molecule C3H6N2OS in a non-equilibrium geometry (ωB97M-V with the def2-TZVPD basis set).

```
13
Properties=species:S:1:pos:R:3:forces:R:3:mulliken_charge:R:1
H 2.32456 -1.43853 0.36470 0.7812 -3.3618 0.5242 0.233
N 2.28214 -0.48337 0.34518 -5.5789 2.6723 -1.9787 -0.728
C 0.99382 -0.28507 -0.10561 2.8911 -0.3877 1.4586 0.311
C -0.16691 -1.27612 -0.46068 3.5890 -0.5402 1.1350 -0.400
S -1.86086 -0.87023 -0.00148 0.4686 1.4184 1.2916 -0.131
C -1.49526 0.96369 0.40676 0.3443 -0.3286 0.3969 -0.306
O -0.55976 1.51560 -0.52155 -0.7868 -0.7372 0.2067 -0.323
N 0.74501 1.03530 -0.37610 -0.1285 0.6317 0.7070 -0.160
H 0.34763 -2.28648 -0.20993 -1.8414 1.3166 -0.2643 0.277
H -0.17517 -1.13225 -1.49619 0.0927 -0.4424 -1.8846 0.320
H -1.21206 1.19232 1.49151 -0.0223 -0.7924 -1.3885 0.268
H -2.41152 1.50223 0.20443 -0.2460 -0.0789 -0.0732 0.327
H 1.18837 1.56290 0.35895 0.4369 0.6303 -0.1306 0.313
```
Forces are in eV/Å.

Results
- Kohn-Sham gap: 9.93 eV
- SMILES: [H]/N=C1\CSCON1
- Lowest unoccupied orbital energy: 0.7 eV
- E_HOMO: -9.245 eV

Entry from the Open Molecules 2025 dataset: a cluster of 15 separate species, C30H93N15O21 in total in a non-equilibrium geometry (ωB97M-V with the def2-TZVPD basis set).

```
159
Properties=species:S:1:pos:R:3:forces:R:3:mulliken_charge:R:1
C 8.82231 -0.07647 -0.27894 0.0903 -1.3150 -0.1634 -1.355
C 8.12834 -0.05170 1.06112 0.3113 -1.6000 0.5938 0.503
C 8.62064 -1.13855 2.09576 -1.0732 0.6174 -1.1297 -0.751
O 8.36609 -2.39670 1.49465 1.3785 -0.0381 -0.4543 -0.321
C 7.28395 -3.10685 1.94072 -1.8687 -0.6733 0.6610 -0.768
N 8.25443 1.27193 1.53703 -0.1614 1.5510 0.9678 -0.754
H 9.79880 0.40647 -0.24231 0.1149 -0.0776 0.1216 0.304
H 8.19350 0.49187 -0.96427 0.1161 -0.2168 -0.3322 0.403
H 8.94291 -1.11645 -0.58226 0.0111 0.1109 -0.5736 0.354
H 7.06723 -0.21684 0.87439 -0.1495 -0.3864 0.1943 0.161
H 8.10485 -1.08901 3.05472 -0.3273 0.3433 -0.0117 0.387
H 9.67585 -1.02190 2.34275 0.2578 -0.1621 -0.4001 0.314
H 7.16160 -3.09635 3.02378 0.4474 -0.2308 0.3142 0.342
H 7.25009 -4.13295 1.57455 0.9021 -0.1188 0.1199 0.278
H 6.29562 -2.79001 1.60768 -0.1383 0.9597 -0.4771 0.293
H 8.04752 1.77540 0.68626 -0.2807 1.0047 0.2158 0.317
H 9.24505 1.44129 1.63748 0.3517 0.2333 0.3576 0.294
C -1.68517 7.18134 5.73117 1.6197 -0.2432 -1.0473 -1.360
C -2.88158 6.66462 4.88924 2.2278 0.7994 1.2732 0.365
C -2.51163 5.46465 3.98623 -0.4213 1.1146 1.6709 -0.745
O -1.53530 5.75224 3.03225 -1.0746 1.1787 -1.5098 -0.292
C -1.90056 6.88827 2.14344 1.7035 -0.9583 0.4459 -0.764
N -3.85169 6.30819 5.90044 -0.5139 -0.5067 -0.6578 -0.734
H -1.25801 6.44223 6.40892 -0.8027 -0.4074 0.2787 0.360
H -1.77471 8.10564 6.30191 -0.6976 -0.0045 -0.1220 0.353
H -0.79501 7.32424 5.11858 -0.0183 0.4277 -0.5964 0.300
H -3.28712 7.49281 4.30807 0.2388 0.0210 -0.5257 0.360
H -3.48722 5.14456 3.62031 0.0079 -0.4238 -0.8003 0.383
H -2.12159 4.69668 4.65419 0.0849 -0.2028 -0.1775 0.381
H -2.88405 6.89884 1.67364 -0.3046 -0.4229 0.5874 0.321
H -1.18545 6.81088 1.32445 0.0221 -0.0307 0.0234 0.248
H -1.67512 7.82269 2.65738 -0.3405 0.0323 0.0554 0.281
H -4.28092 7.20873 6.05820 -0.7311 -0.2352 0.6365 0.298
H -4.49985 5.73803 5.37614 -0.9732 -0.1540 0.4669 0.244
C 0.58956 -1.24191 -1.29193 -1.9056 -0.0506 0.0593 -1.232
C -0.50647 -0.10699 -1.44852 2.0756 -0.4428 -0.1793 0.381
C -1.22898 0.27617 -0.12884 -0.5803 -1.3138 -0.7276 -0.713
O -1.86542 -0.94339 0.35250 0.4800 0.9567 -0.8698 -0.181
C -2.68794 -0.78647 1.46641 0.1953 -0.1068 1.5172 -0.843
N 0.26150 1.05133 -1.92750 -0.7418 1.6118 0.4601 -0.717
H 0.79521 -1.70580 -2.25662 0.2844 0.5118 -0.2608 0.336
H 0.20849 -2.09454 -0.72988 0.2422 0.1638 0.6008 0.327
H 1.46842 -0.74418 -0.88211 0.0451 -0.5440 0.1769 0.297
H -1.22938 -0.37690 -2.21835 -0.1397 -0.0815 0.1817 0.231
H -2.01066 1.02119 -0.27727 -0.0440 0.1206 -0.3711 0.383
H -0.52392 0.73948 0.56133 0.2380 -0.4175 0.4819 0.339
H -3.51502 -0.07655 1.45932 -0.0344 0.3627 -0.9099 0.324
H -2.08909 -0.48671 2.32643 0.1987 0.0889 0.2646 0.311
H -3.13505 -1.73921 1.75007 0.1667 -0.1995 -0.3817 0.248
H 1.01039 0.94232 -2.59636 -0.3836 -0.8901 -0.3514 0.256
H 0.74836 1.46141 -1.14335 -0.1101 0.2200 0.2826 0.254
C 0.75879 7.42872 -5.73557 -0.2909 0.3099 -1.5288 -0.324
C 0.67291 7.64958 -7.31504 0.2549 0.8335 1.3115 -0.363
O 1.90945 7.48542 -7.91294 1.2584 -1.0722 -0.9587 -0.532
O 1.74804 8.30531 -5.24198 0.5809 0.8217 -0.2687 -0.540
H 1.10662 6.43509 -5.45308 -0.7240 -0.4019 -0.3829 0.323
H -0.19952 7.72585 -5.30958 -0.2129 -0.4845 0.1240 0.244
H 0.40484 8.67956 -7.55041 -0.4774 0.4412 0.7506 0.248
H -0.04988 7.08356 -7.90265 -0.0564 -0.6558 0.6579 0.314
H 2.63566 7.68857 -7.31884 -0.2153 0.2651 0.3259 0.319
H 2.14601 7.95270 -4.44267 -0.1059 -0.0650 -0.0101 0.311
C -7.89946 -6.11331 1.83478 0.6663 -1.0366 2.1805 -0.362
C -7.09062 -6.70823 3.08993 -1.8490 0.6845 -0.8489 -0.323
O -7.74609 -7.94190 3.51686 1.4909 0.8803 -0.6013 -0.520
O -9.25024 -6.03246 2.26647 -0.5163 -0.0748 -0.0324 -0.562
H -7.89637 -6.83380 1.01686 0.7138 0.5222 -0.4303 0.272
H -7.58987 -5.08025 1.67656 0.2916 -0.3053 -0.6225 0.270
H -7.22393 -5.93311 3.84460 -0.0954 -0.0576 0.3560 0.229
H -6.01150 -6.75955 2.94520 -0.1875 -0.8826 -0.2261 0.373
H -8.67385 -7.70935 3.59924 -0.0757 0.1494 0.2245 0.312
H -9.62542 -6.88423 2.03126 -0.4310 0.1209 -0.0037 0.310
C 6.98277 2.22423 -6.98584 -1.1815 -0.3893 -1.4012 -0.197
C 5.48295 2.14487 -7.38984 0.4282 0.3096 -0.0542 -0.520
O 4.77627 1.35386 -6.48005 -0.7378 -0.5162 0.8695 -0.500
O 7.68275 1.03610 -7.41409 -0.3207 0.7074 0.4379 -0.484
H 6.96890 2.35139 -5.90337 0.4147 0.0417 0.0623 0.223
H 7.44738 3.05790 -7.51237 0.1577 0.0137 0.2745 0.290
H 5.29059 1.78070 -8.39903 0.6090 -0.1606 -0.3172 0.303
H 4.96053 3.10126 -7.36776 0.4176 0.2995 0.2433 0.297
H 5.09096 0.44717 -6.45782 0.0383 -0.0696 -0.1208 0.305
H 7.06747 0.30638 -7.31143 0.1694 -0.2741 0.0275 0.284
C -3.32469 -4.09110 10.12316 0.5669 -0.6444 -0.4238 -0.411
C -2.61119 -3.71231 11.47887 0.4611 0.9642 -1.6848 -0.262
O -1.29512 -3.12367 11.23891 -0.6129 -0.7305 -0.0071 -0.526
O -3.44086 -3.05839 9.14848 -0.2709 0.5230 0.7251 -0.528
H -4.32042 -4.51366 10.25753 -0.2557 0.4895 0.6152 0.310
H -2.86419 -4.90946 9.56970 0.7841 -0.2951 0.6045 0.296
H -2.41973 -4.57556 12.11624 -0.3522 -0.0577 -0.1455 0.267
H -3.23072 -2.96767 11.97866 -0.1058 -0.1720 0.2194 0.243
H -1.32254 -2.16482 11.27708 -0.3489 -0.0635 -0.0473 0.296
H -2.62999 -3.01662 8.63629 0.1395 -0.0037 0.1376 0.315
C -4.58221 2.95477 -7.95294 1.0646 1.0788 -0.1364 -0.463
C -3.68477 2.90039 -6.76503 0.3640 1.6501 1.1403 -0.358
O -2.35067 2.51352 -7.07520 -0.3991 -0.3900 -0.2762 -0.513
O -4.88502 1.67465 -8.33705 -1.1488 -1.5513 -0.5026 -0.520
H -4.11086 3.43026 -8.81307 0.4876 0.5460 0.1180 0.276
H -5.41612 3.61519 -7.71514 -0.5674 -0.6803 0.0555 0.333
H -4.12305 2.30025 -5.96762 -0.0979 -0.5330 -0.2086 0.301
H -3.66048 3.89944 -6.32984 0.1264 0.4179 0.0348 0.318
H -1.90108 2.39466 -6.23535 0.1855 -0.0822 -0.0419 0.296
H -4.02218 1.26907 -8.44933 -0.0020 -0.4650 -0.1680 0.329
C -0.06341 -3.59220 -8.54452 -2.5372 1.0287 -0.0531 -0.568
C -1.57589 -3.76941 -8.99091 0.3188 -0.2412 0.5744 -0.224
O -2.06123 -2.69478 -9.79871 0.7994 -0.1384 0.4803 -0.469
O 0.74062 -3.75798 -9.65048 1.2591 -1.0010 -1.3026 -0.522
H 0.17493 -4.27167 -7.72623 0.2189 -0.1196 -0.2926 0.319
H 0.11712 -2.55778 -8.25212 -0.5076 0.0825 0.9078 0.341
H -2.27614 -3.88955 -8.16429 0.1986 0.2464 0.2698 0.309
H -1.66490 -4.68414 -9.57695 0.3397 -0.2671 -0.0210 0.229
H -1.25900 -2.42857 -10.25385 -0.3138 0.4642 -0.5802 0.255
H 0.71888 -2.95925 -10.18262 0.2279 -0.0460 0.0315 0.331
C -9.17362 1.31794 6.48928 2.4157 1.2916 -2.5761 0.669
O -8.36517 2.12441 5.98462 -1.4718 -0.5633 0.8229 -0.662
N -8.75118 0.31049 7.24020 0.6024 -1.3331 1.7444 -0.378
N -10.45758 1.19852 6.12983 -1.5143 0.4827 -0.1410 -0.384
H -9.42311 -0.29501 7.68962 0.6144 -0.0551 0.0081 0.164
H -7.75765 0.23864 7.40701 -0.3910 -0.0146 0.2158 0.209
H -10.82754 1.84427 5.44702 -0.0651 -0.1878 0.4139 0.215
H -11.03794 0.54349 6.63404 -0.1759 0.3835 -0.4992 0.168
C 1.47963 0.14930 6.28046 -0.0447 -2.3705 -2.4159 0.674
O 0.71657 -0.77932 6.33662 -1.5334 -1.5618 -0.4896 -0.658
N 1.69901 0.88988 7.29759 0.6027 3.0101 3.7910 -0.406
N 2.21970 0.44930 5.20635 1.2832 0.5677 -2.1283 -0.395
H 1.13519 0.60370 8.08519 0.5741 0.5345 0.3030 0.239
H 2.53468 1.45651 7.32390 -0.4761 -0.0395 0.6725 0.186
H 2.29258 -0.18222 4.42151 -0.2421 0.1296 0.3730 0.211
H 2.84578 1.24175 5.21806 -0.1798 -0.2910 -0.1286 0.148
C 5.61182 -5.07031 -5.03159 -0.5150 0.9221 -1.5278 0.615
O 5.71057 -3.91651 -5.37845 0.0812 1.0025 -0.2183 -0.634
N 5.06593 -6.05081 -5.74704 -1.1227 -1.1638 -1.9103 -0.401
N 6.02284 -5.57350 -3.91038 2.3689 -0.7106 5.4972 -0.358
H 4.89003 -6.88545 -5.20618 -0.5561 0.0217 -0.9428 0.189
H 4.50344 -5.75458 -6.53186 -0.0175 -0.5183 0.1573 0.242
H 5.97057 -6.53594 -3.60860 -0.1805 0.2135 -0.5805 0.148
H 6.44075 -5.00267 -3.18954 -0.0644 0.2781 -0.4898 0.200
C -3.50884 -5.68618 -2.40352 1.8883 -0.5484 4.1746 0.687
O -2.79835 -5.96745 -1.44811 0.8342 -0.2181 0.0827 -0.673
N -4.10477 -6.53775 -3.16014 -2.1939 -3.5227 -3.8246 -0.407
N -3.91075 -4.47782 -2.65941 -0.8357 4.5214 -0.9134 -0.376
H -3.96777 -7.53842 -3.16087 0.2841 0.4285 0.3373 0.228
H -4.46325 -6.13270 -4.01309 -0.0908 -0.7044 -0.0314 0.175
H -3.51260 -3.68902 -2.17015 -0.1808 -0.2966 -0.0424 0.197
H -4.71701 -4.33994 -3.25189 0.3325 0.3533 0.2687 0.170
C 1.06429 -6.69058 3.57556 1.0684 -4.2136 0.8839 0.611
O 1.59323 -7.00141 4.59838 2.8267 -0.6960 2.0964 -0.628
N 0.98136 -7.47469 2.50476 0.4339 -2.4026 -3.4002 -0.375
N 0.25968 -5.72424 3.51724 -4.1904 6.2293 -1.0495 -0.321
H 1.50222 -8.32647 2.35218 0.0432 0.2834 0.8114 0.202
H 0.48230 -7.21494 1.66598 0.1361 0.2943 0.3021 0.127
H -0.33448 -5.68295 2.70154 0.1039 0.7329 0.2584 0.175
H 0.50215 -4.87376 4.00508 -0.4542 -0.2052 0.0756 0.212
C 4.47278 6.87325 1.25996 -1.9880 0.9260 -2.7713 0.662
O 4.03835 7.21135 0.12021 0.8464 -1.0997 2.6647 -0.669
N 5.55961 7.39734 1.79750 2.5341 1.3411 0.3233 -0.387
N 3.88134 6.01241 2.11161 -1.2777 -1.1598 0.3453 -0.370
H 6.09336 8.04556 1.23623 -0.1175 -0.1933 0.1900 0.219
H 5.84607 7.23395 2.75215 -0.1051 0.0820 -0.3873 0.165
H 4.31719 5.75880 2.98672 -0.2571 0.1206 -0.3018 0.170
H 2.91349 5.76063 1.97031 0.3358 -0.0195 -0.0825 0.212
```
Forces are in eV/Å.

Results
- Kohn-Sham gap: 9.05 eV
- Lowest unoccupied orbital energy: -0.1 eV
- E_HOMO: -9.129 eV